C34H35N13OPdS | ωB97M-V with the def2-TZVPD basis set

XYZ file:
```
85
Properties=species:S:1:pos:R:3:forces:R:3
Pd 1.450790 -0.495904 -0.346446 -0.26 0.72 0.46
C 2.036518 -0.899854 4.136668 1.92 0.82 -0.21
C 1.413440 -0.807636 2.887006 -0.50 -0.03 0.82
N 2.177612 -0.595398 1.804578 -0.98 -0.80 0.54
C 3.507857 -0.660132 1.937622 0.39 0.73 -2.41
C 4.118835 -0.745705 3.153227 -1.26 0.38 1.44
N 3.385757 -0.691312 4.256000 -1.95 -1.60 0.41
C 4.290757 -0.489779 0.647538 1.38 -0.47 -1.50
C 5.729078 -0.456916 0.481198 -4.15 -0.80 2.85
C 6.275285 -0.337037 -0.731011 2.26 0.49 0.15
C 5.558192 -0.309581 -1.848184 -4.62 0.97 -2.45
C 4.113117 -0.393778 -1.743324 1.91 -0.52 1.32
N 3.565752 -0.458298 -0.498198 0.51 -0.03 -0.39
C 3.198728 -0.497917 -2.908553 -0.53 1.32 1.16
C 3.652697 -0.669286 -4.217139 -0.26 -0.32 0.65
N 2.824957 -0.805997 -5.237441 -2.07 0.64 0.08
C 1.531811 -0.591211 -4.939805 -0.16 -0.56 0.29
C 1.061874 -0.308852 -3.630871 -0.71 -0.04 -0.13
N 1.869352 -0.269974 -2.583036 1.40 -0.75 -1.54
C 7.735067 -0.115271 -0.798320 -1.22 -1.19 1.61
C 8.222973 0.729477 -1.692275 3.59 3.18 -2.91
C 9.702473 0.846468 -1.829685 -1.06 0.53 -1.17
N 10.481328 0.165017 -1.065605 -1.57 -0.50 1.22
C 9.978405 -0.543103 -0.071725 0.41 -1.56 2.41
C 8.566161 -0.729332 0.138991 1.94 0.96 -3.07
H 1.504331 -1.113813 5.059112 -0.05 0.34 -0.15
H 0.272517 -0.864324 2.906417 1.79 0.13 -0.83
H 5.141900 -0.867324 3.376592 1.28 0.26 -0.42
H 6.322962 -0.605290 1.343286 0.44 0.27 0.80
H 5.908224 0.053873 -2.804425 0.47 -0.65 -0.06
H 4.685879 -0.785187 -4.492924 0.39 -0.05 0.37
H 0.743289 -0.751348 -5.683193 0.67 0.22 -0.14
H -0.027319 -0.163739 -3.441517 1.01 -0.12 -0.24
H 7.747241 1.373966 -2.481769 -0.10 -1.17 1.05
H 10.114767 1.356098 -2.720749 -0.21 -0.35 0.49
H 10.616271 -0.971000 0.766968 -0.32 0.94 -1.29
H 8.138814 -1.276510 0.915892 0.06 -0.87 1.34
C -12.118845 1.322356 1.152739 0.21 0.39 1.69
C -10.621600 1.089847 0.966422 0.08 -0.17 -0.38
C -9.964997 1.623803 -0.131785 -0.03 0.17 -0.40
C -8.569619 1.405071 -0.455663 -0.05 -0.96 1.54
C -8.044269 2.216947 -1.627347 -0.02 -0.18 2.18
C -7.858675 0.383823 0.363081 0.13 1.84 -1.40
C -6.436629 0.060358 0.055684 0.57 0.58 -0.87
O -5.571574 0.811426 -0.349815 -0.92 -0.16 0.35
C -8.404775 -0.203424 1.475440 -3.76 4.02 -2.17
C -7.733746 -1.073705 2.341846 1.35 -2.25 1.70
C -9.831573 0.337929 1.830818 1.05 -3.09 0.18
H -12.796539 0.430684 0.954752 1.11 1.07 0.18
H -12.362244 2.174464 0.509735 -0.42 -0.36 0.12
H -12.261806 1.677761 2.242775 -0.08 -0.67 -1.68
H -10.585373 2.247795 -0.791158 0.58 -0.21 0.04
H -8.497097 3.203350 -1.468878 -0.23 -0.23 -0.85
H -8.363627 1.646164 -2.480571 -0.36 0.27 -0.90
H -6.977629 2.377402 -1.645684 0.27 -0.43 0.08
H -6.201348 -0.983219 0.183479 0.29 -0.76 0.13
H -6.776592 -1.503567 1.956823 -0.91 0.51 0.50
H -8.390987 -1.901284 2.636176 0.13 0.06 0.10
H -7.554974 -0.487862 3.248368 0.28 -0.25 0.28
H -10.333170 -0.221386 2.658745 0.54 0.84 -0.42
C 3.539046 4.815845 1.817035 -2.33 -0.87 -0.72
C 1.980028 4.788963 1.934659 0.42 1.96 0.24
C 1.351558 3.729628 1.095821 0.98 -2.20 0.13
N 1.888917 2.490838 1.025520 -2.61 0.60 -1.33
N 1.006665 1.638423 0.264200 0.84 1.42 -0.08
C -0.053533 2.265567 -0.220404 2.38 -0.32 1.19
N -1.035303 1.685692 -0.952838 -1.03 -1.38 -1.65
S -0.132103 3.854000 0.268809 -0.18 1.98 0.31
H 3.842436 5.649244 2.325717 0.93 2.06 1.60
H 3.867871 4.987597 0.811627 0.15 -0.46 -0.66
H 3.919210 3.947615 2.297779 0.65 -0.76 -0.02
H 1.577746 5.877960 1.873478 0.32 -2.04 -0.71
H 1.729242 4.555683 2.964345 0.00 -0.28 0.30
H -1.151091 1.936034 -1.942212 0.67 0.02 0.52
H -1.920052 1.879822 -0.542821 -0.98 -0.14 0.42
N 1.001186 -5.819586 0.671807 -0.16 -0.52 -0.26
C 0.673300 -5.883033 -0.626534 0.91 -1.53 -0.89
N 0.721652 -7.075993 -1.277093 -0.31 2.27 2.20
N 0.434201 -4.809425 -1.388085 -0.26 0.41 0.54
C 0.640015 -3.634661 -0.905808 0.73 2.63 0.80
N 0.874796 -2.526246 -0.523001 -0.68 -2.92 -1.08
H 1.181655 -6.599505 1.311438 -0.30 0.39 -0.74
H 0.825925 -4.931286 1.061624 0.02 0.78 0.93
H 1.239525 -7.758921 -0.756452 -0.07 -0.87 -0.79
H 0.637114 -6.953069 -2.259486 0.23 -0.79 -0.78
```
Forces are in eV/Å.

Computed properties:
Highest occupied orbital energy (alpha / beta) (hartree): -0.6464 / -0.6497
Spin multiplicity: 5
Charge: +4
E_tot (a.u.): -2628.22491
Kohn-Sham gap (alpha / beta) (Eh): 0.28409 / 0.15896